Record 1
# C7H5NO7Pd

A molecular structure, C7H5NO7Pd at a distorted geometry (ωB97M-V/def2-TZVPD, OMol25).

The geometry in XYZ format:
```
21
Properties=species:S:1:pos:R:3:forces:R:3
O 1.048271 -2.641829 2.302851 -0.65 1.18 -3.07
C 0.825362 -2.232068 1.260584 1.03 -1.67 5.02
Pd 0.421704 -1.508441 -0.631363 -0.20 0.37 0.15
O 0.607957 -4.488091 -1.817999 -0.31 4.63 1.84
C 0.539010 -3.415300 -1.391006 0.42 -6.43 -2.60
C 0.003765 -0.753071 -2.507469 -1.13 2.13 -4.87
O -0.204464 -0.384636 -3.568349 0.64 -1.15 3.18
C 2.431591 -1.237991 -0.954999 5.47 0.98 -0.81
O 3.550876 -1.109145 -1.143773 -3.40 -0.42 0.56
C -1.605686 -1.754880 -0.300333 -4.98 -0.34 0.85
O -2.716999 -1.920103 -0.112141 2.99 0.41 -0.52
N -0.511477 2.465985 1.924476 -0.31 0.14 1.72
C -0.423412 2.625507 0.466681 0.04 0.26 -0.69
C -0.562189 1.260958 -0.168386 -1.56 -0.53 -1.26
O -1.477914 0.980739 -0.968989 1.94 0.36 1.44
O 0.358670 0.490627 0.286563 0.20 -0.49 0.01
H -1.426475 2.076048 2.215319 0.43 0.13 -0.16
H -0.439148 3.380180 2.399366 0.04 -0.26 -0.14
H 0.230850 1.858534 2.318480 -0.35 0.23 -0.43
H -1.215359 3.277954 0.140821 -0.17 0.34 -0.09
H 0.565067 3.029021 0.249666 -0.15 0.13 -0.14
```
Positions in Å, forces in eV/Å.

Values from the calculation:
HOMO-LUMO gap (alpha / beta), eV: 9.35 / 8.75
Multiplicity: 3
Maximum force, Eh/bohr: 0.1352
Total charge: +2

---

Record 2
# H42O21

21 unconnected molecules or ions with the total composition H42O21 at a distorted geometry (ωB97M-V/def2-TZVPD, OMol25).

The geometry in XYZ format:
```
63
Properties=species:S:1:pos:R:3:forces:R:3
O -0.498891 -3.293909 -2.408108 1.36 1.01 -1.30
H -0.310602 -2.440667 -2.911827 -0.57 -1.35 0.91
H 0.291061 -3.795899 -2.715385 -0.84 0.18 0.27
O 0.448746 -2.110854 0.034061 -1.40 1.72 -0.84
H -0.172327 -1.319702 0.050555 0.83 -1.37 -0.44
H -0.052927 -2.753550 -0.509017 0.13 0.27 0.15
O -4.024025 1.659328 -1.047148 -0.55 -0.82 3.31
H -3.205198 1.164824 -0.935916 0.46 -0.09 -0.36
H -4.038824 1.911192 -1.920319 -0.02 0.92 -3.06
O 0.579313 1.978607 -0.591628 -1.64 -0.01 -1.38
H 1.484643 1.936497 -0.352525 0.67 0.31 1.20
H -0.074822 2.204607 0.133796 1.67 -0.36 -0.23
O -0.882297 2.869576 -2.797408 0.42 2.37 1.65
H -0.450317 2.203086 -3.300073 -0.23 -0.45 -0.37
H -0.214070 3.334041 -2.212275 -0.99 -0.66 -0.88
O -0.227431 -0.003295 3.140685 -2.16 0.10 -3.84
H 0.238231 -0.051065 3.905585 1.74 -0.91 3.73
H -0.922720 -0.682651 3.071226 0.55 -0.06 0.58
O 0.466929 5.060255 -0.922986 -1.24 0.01 1.63
H -0.440964 5.396293 -0.630084 1.92 -0.73 -0.53
H 0.840479 4.608560 -0.117125 -0.78 0.62 -1.16
O -4.706422 0.112433 1.490055 -0.73 2.86 -1.24
H -4.929709 1.114016 1.656222 0.65 -2.91 -0.40
H -4.833951 0.082533 0.495223 0.24 0.12 1.53
O -1.787086 0.891833 -3.992736 0.37 0.09 -1.53
H -1.141037 1.134141 -4.692063 -0.47 -0.69 0.32
H -2.443763 1.584832 -4.161711 -0.04 -0.21 0.46
O 1.303140 -2.494255 2.337380 0.06 1.42 1.65
H 1.634357 -3.253124 1.862104 0.02 0.04 -0.67
H 0.801889 -1.893763 1.737318 0.77 -1.59 -0.07
O -1.207685 -3.259193 2.598287 2.60 1.71 3.62
H -0.193001 -2.947125 2.775481 -3.04 -1.43 -0.85
H -1.303782 -3.390195 1.689423 0.25 -0.49 -2.12
O 1.821087 -1.937631 -3.732780 0.48 -0.42 4.13
H 2.013605 -2.110341 -2.665499 -0.68 1.04 -4.25
H 1.755279 -0.968197 -3.826807 0.23 -0.42 0.29
O 3.363811 1.929457 3.970186 -2.22 0.68 2.30
H 2.966920 1.066988 4.117545 0.40 -0.17 -0.20
H 4.001097 1.854212 3.314645 1.76 -0.63 -1.94
O -0.728112 1.989698 1.669248 -1.73 0.40 -0.65
H -1.539047 1.491267 1.939520 1.44 0.78 0.33
H -0.070586 2.025461 2.369091 -0.59 -0.53 0.03
O 2.835885 0.007716 1.523181 -1.33 1.20 -0.57
H 2.506096 0.523050 0.761774 0.75 -0.08 0.46
H 2.016931 -0.435805 1.754528 -0.12 -0.57 0.56
O -1.078881 -5.201912 -0.014614 -2.01 0.65 1.44
H -1.848929 -4.565451 -0.089776 1.30 -1.06 0.30
H -0.625542 -5.095619 -0.817473 0.88 0.13 -1.74
O 1.809415 1.735397 -3.492241 -1.63 -0.44 0.05
H 0.897427 1.863122 -3.144339 1.00 -0.69 -0.54
H 2.184073 2.298844 -2.837414 1.43 0.79 0.63
O 2.017782 2.788829 1.646699 -1.55 -1.02 -0.77
H 1.918480 2.611267 2.593771 1.35 0.72 -0.13
H 2.624207 3.452633 1.361028 0.72 0.75 0.86
O -1.558778 0.360754 -0.934010 0.96 -0.09 0.57
H -0.717232 0.613469 -1.436793 -1.70 0.04 1.53
H -1.474806 0.626654 0.023526 0.56 -0.29 -1.75
O 4.621187 -1.816804 1.553659 -3.22 0.63 3.82
H 5.083611 -1.555306 0.812912 1.32 1.16 -2.40
H 3.911720 -1.051728 1.820105 2.77 -2.59 -1.69
O -2.478436 -2.852064 0.331657 -4.23 1.82 -0.22
H -3.064179 -2.420906 1.057530 1.84 -1.10 -1.06
H -3.191022 -2.784462 -0.387926 1.82 -0.30 0.85
```
Positions in Å, forces in eV/Å.

Values from the calculation:
HOMO-LUMO gap, eV: 9.75
Maximum force, Eh/bohr: 0.0978
Total charge: 0
ΔE to the lowest compared entry with this formula, charge and spin, kJ/mol: 876.29

---

Record 3
# H16O8

8 unconnected molecules or ions with the total composition H16O8 at a distorted geometry (ωB97M-V/def2-TZVPD, OMol25).

The geometry in XYZ format:
```
24
Properties=species:S:1:pos:R:3:forces:R:3
O 0.125676 0.534531 0.215781 -0.20 1.00 -1.11
H -0.805701 0.767933 0.131823 0.05 -0.05 -0.12
H 0.209228 -0.282144 -0.289246 0.27 0.01 0.20
O 2.450370 -3.198347 -3.878758 0.20 -0.57 0.43
H 2.741042 -2.771391 -4.692520 -0.10 0.11 0.22
H 2.127349 -2.471157 -3.334844 0.33 -0.27 -0.15
O -0.211566 -0.690146 2.236793 -0.14 -0.53 1.24
H -0.170826 0.269429 2.317688 0.26 -0.23 -0.21
H 0.382467 -1.008990 2.925599 -0.13 -0.06 0.05
O 2.547354 -0.695273 -1.349113 0.02 -0.17 -0.16
H 3.012641 -1.426530 -1.770729 0.13 0.02 0.15
H 3.111383 0.068456 -1.515180 -0.15 0.01 0.01
O -1.938263 2.622474 4.070891 0.03 -0.12 -0.12
H -1.865846 2.471726 3.121670 -0.33 -0.03 0.25
H -1.898459 1.738279 4.452472 -0.04 0.05 -0.01
O 0.571971 3.209775 2.363351 -0.02 -0.16 -0.14
H 1.095064 2.902416 1.614423 -0.01 -0.04 -0.03
H -0.319610 2.898789 2.170056 0.30 0.20 0.01
O 1.517309 -0.959578 -4.747692 -0.31 0.50 -0.31
H 0.932230 -1.487912 -4.193134 -0.19 0.20 -0.23
H 1.122598 -1.015730 -5.625212 -0.01 0.10 0.04
O -4.708464 -0.157417 1.976762 -0.08 -0.16 -0.06
H -4.386266 -1.001877 1.642001 0.05 0.08 0.05
H -5.641681 -0.317315 2.157118 0.08 0.09 0.01
```
Positions in Å, forces in eV/Å.

Values from the calculation:
HOMO-LUMO gap, eV: 10.71
Maximum force, Eh/bohr: 0.0294
SMILES: O.O.O.O.O.O.O.O
Total charge: 0
ΔE to the lowest compared entry with this formula, charge and spin, kJ/mol: 329.35

---

Record 4
# C13H19HgNO2

A molecular structure, C13H19HgNO2 at a distorted geometry (ωB97M-V/def2-TZVPD, OMol25).

The geometry in XYZ format:
```
36
Properties=species:S:1:pos:R:3:forces:R:3
N -2.041130 -1.110366 3.086622 -0.89 -1.98 -0.47
C -2.464011 -2.085594 2.008114 0.16 0.66 -1.07
C -3.034305 -1.291582 0.721487 0.69 0.99 0.46
C -1.869530 -1.093316 -0.366606 -0.19 -0.30 -0.67
C -1.348046 -2.447911 -1.062601 0.25 0.79 -0.21
C -0.538721 -2.079927 -2.433977 -0.17 -0.43 -0.24
C 0.863992 -1.363382 -2.157701 2.47 -3.49 3.04
O 1.691579 -1.988637 -1.421420 -3.26 3.16 -3.12
O 1.294697 -0.104117 -2.699404 -1.75 -0.25 1.60
C 0.623037 1.009501 -2.083397 0.48 1.52 -0.28
C 1.497778 1.748325 -0.955245 1.33 0.69 1.92
C 1.187948 3.296605 -0.674299 3.33 -0.85 3.27
C 2.011897 4.008493 0.460264 -1.14 -2.80 -0.92
C 3.116614 3.225841 1.303510 -1.54 -1.65 -3.53
C 3.455657 1.703209 0.998068 -3.64 0.64 -3.51
C 2.614428 1.009727 -0.140369 0.58 2.44 1.72
H -1.677388 -1.733307 3.840554 -0.36 1.15 -0.41
H -2.892561 -0.618877 3.400395 0.73 -0.25 0.13
H -3.284175 -2.798171 2.377458 1.31 0.72 -0.43
H -1.497798 -2.615544 1.679015 -1.71 0.32 0.71
H -3.309345 -0.228641 1.102935 0.23 -1.76 -0.70
H -3.979802 -1.750549 0.263250 1.56 0.49 0.66
H -2.268296 -0.418986 -1.226931 0.56 -0.92 1.48
H -0.940649 -0.589065 0.108865 -1.55 -0.64 -0.53
H -2.218848 -3.155785 -1.343294 1.45 1.23 0.45
H -0.629306 -2.974198 -0.346765 -1.02 0.52 -1.18
H -1.192462 -1.506825 -3.177949 0.92 -0.67 1.16
H -0.299543 -3.109414 -2.914507 -0.04 1.91 0.65
H 0.434469 1.808207 -2.905865 0.36 -1.31 1.29
H -0.406459 0.773705 -1.635686 1.32 0.11 -0.39
H 0.389092 3.870313 -1.283253 1.66 -0.99 1.09
H 1.820547 5.121074 0.704252 0.38 -2.12 -0.45
H 3.738805 3.757129 2.143433 -0.52 2.16 -4.26
H 4.258474 1.092080 1.549420 -1.12 1.01 -1.20
H 2.887558 -0.100927 -0.324427 -0.80 2.02 -0.06
Hg 4.005801 2.740912 3.406055 -0.10 -2.15 4.02
```
Positions in Å, forces in eV/Å.

Values from the calculation:
HOMO-LUMO gap, eV: 2.10
Maximum force, Eh/bohr: 0.1071
Total charge: +2